# 1
Entry from the OMol25 dataset: a single C6H13NO molecule in a non-equilibrium geometry (wB97M-V/def2-TZVPD).

The HOMO energy comes out at -8.41 eV. Its SMILES is CN1CCC[C@H]1CO. The energy relative to the best compared isomer or geometry (same formula, charge and spin) comes out at 2.775 eV. As for the charge: 0.

Last column: Mulliken charge in e.
Positions of all 21 atoms, in Å:
O 0.995 1.688 -2.041  -0.48
N -0.960 -0.548 0.211  -0.03
C 1.132 -1.088 1.316  -0.16
C 1.267 0.238 0.571  -0.89
C -2.317 -0.132 0.696  -1.03
C 0.276 0.536 -1.684  -0.82
C -0.274 -1.406 1.167  -0.74
C 0.013 0.495 -0.211  0.49
H -2.916 -1.021 0.322  0.34
H 1.449 -0.946 2.351  0.28
H -2.288 0.101 1.810  0.33
H -2.666 0.707 0.035  0.34
H 2.186 0.286 -0.022  0.31
H 1.797 -1.845 0.796  0.19
H -0.369 1.528 0.170  0.17
H 0.949 -0.327 -2.093  0.26
H 0.393 2.429 -1.805  0.34
H -0.561 -2.416 0.742  0.31
H -0.626 0.382 -2.251  0.32
H -0.686 -1.442 2.335  0.20
H 1.515 1.038 1.329  0.29



# 2
Entry from the OMol25 dataset: C20H25Cl2MoN4O2SiTe4 as an isolated structure (wB97M-V/def2-TZVPD).

The HOMO energy comes out at -9.15 eV. The energy relative to the best compared isomer or geometry (same formula, charge and spin) comes out at 0.000 eV. As for the charge: +1.

Last column: Mulliken charge in e.
Positions of all 59 atoms, in Å:
Te -2.771 0.265 -2.966  -0.14
Te -0.976 -1.164 -1.445  -0.07
Te -1.678 2.684 -2.468  -0.20
Te -1.460 2.429 0.211  0.03
Mo 0.542 0.538 0.086  -0.01
Cl 2.671 2.520 1.081  -0.02
Cl 1.999 1.398 -4.108  -0.16
Si -2.593 -2.123 0.322  0.49
O 0.482 0.373 2.220  0.94
O -0.838 1.992 3.067  -0.72
N 5.395 -2.961 -2.385  -0.43
N -0.080 1.823 5.452  -0.04
N 1.917 -1.248 0.403  0.29
N 1.456 1.244 -1.162  -0.11
C 0.945 2.775 6.011  -0.64
C -2.117 -3.929 0.392  -1.08
C -2.302 -1.316 1.983  -0.76
C 2.684 -3.182 1.585  -1.06
C 0.620 0.848 4.537  -0.45
C 3.620 -3.447 0.604  -0.21
C 2.809 -1.511 -0.560  -0.25
C 4.087 3.772 -0.884  -0.85
C 2.100 1.234 4.615  -0.70
C 3.765 3.245 -3.220  -0.60
C 2.058 2.718 4.978  -0.61
C 4.405 3.964 -2.222  -0.38
C 1.862 -2.078 1.453  -0.56
C 2.783 2.327 -2.889  0.63
C 3.108 2.855 -0.571  0.72
C 3.682 -2.587 -0.489  0.12
C -4.323 -1.848 -0.301  -1.11
C 4.631 -2.795 -1.544  -0.15
C 0.018 1.116 3.139  0.33
C 2.429 2.126 -1.553  -0.56
H 4.024 3.389 -4.259  0.45
H 2.819 -0.847 -1.413  0.60
H 2.600 0.661 5.397  0.46
H -5.021 -2.377 0.354  0.35
H 2.585 -3.824 2.449  0.46
H 5.170 4.680 -2.489  0.38
H -1.310 -1.556 2.370  0.02
H 2.999 3.085 5.382  0.49
H 0.486 3.749 6.157  0.38
H 2.600 1.027 3.671  0.23
H 4.287 -4.295 0.668  0.54
H 4.592 4.323 -0.104  0.45
H -4.461 -2.224 -1.315  0.36
H -0.636 1.372 6.173  0.35
H -4.579 -0.789 -0.298  0.33
H -1.069 -4.050 0.678  0.30
H 1.273 2.379 6.971  0.34
H -2.259 -4.422 -0.570  0.33
H -2.412 -0.231 1.930  0.16
H 1.128 -1.832 2.208  0.41
H 0.414 -0.173 4.850  0.39
H -0.725 2.309 4.778  0.40
H -3.043 -1.705 2.687  0.56
H 1.801 3.326 4.108  0.21
H -2.728 -4.450 1.134  0.36



# 3
Entry from the OMol25 dataset: a 2-piece molecular cluster, C4H8O2 overall in a non-equilibrium geometry (wB97M-V/def2-TZVPD).

The HOMO energy comes out at -10.15 eV. Its SMILES is C#C[C@H](C)O.O. The energy relative to the best compared isomer or geometry (same formula, charge and spin) comes out at 3.381 eV. As for the charge: 0.

Last column: Mulliken charge in e.
Positions of all 14 atoms, in Å:
O -0.460 1.593 -0.718  -0.54
O 0.005 0.620 1.890  -0.67
C -0.846 -0.648 -0.035  0.02
C 1.265 -0.071 -1.178  -1.15
C -1.403 -1.378 0.777  -0.61
C -0.229 0.235 -1.030  0.30
H 1.695 0.595 -1.922  0.31
H -0.170 1.717 0.203  0.38
H -0.588 -0.304 1.885  0.29
H 1.772 0.092 -0.229  0.30
H 1.417 -1.104 -1.488  0.36
H 0.345 0.770 2.784  0.29
H -0.745 0.052 -1.984  0.29
H -2.057 -2.169 1.046  0.43



# 4
Entry from the OMol25 dataset: a 6-piece molecular cluster, C21H52N6O6P overall in a non-equilibrium geometry (wB97M-V/def2-TZVPD).

The HOMO energy comes out at -2.85 eV. As for the charge: -1.

Last column: Mulliken charge in e.
Positions of all 86 atoms, in Å:
P -1.404 -1.231 2.550  1.02
O -2.737 -0.468 -3.767  -0.73
O 4.364 3.433 -3.439  -0.69
O 3.475 -2.901 2.723  -0.65
O 0.406 2.727 -0.097  -0.61
O -4.533 -3.746 5.044  -0.67
O 0.751 -0.058 -2.955  -0.81
N -0.742 2.079 -1.913  0.45
N -2.849 -5.029 4.301  -0.12
N 2.668 -0.644 2.272  -0.11
N 1.032 -0.040 -5.181  -0.07
N 3.171 5.222 -4.082  -0.13
N -1.830 -2.279 -2.800  0.00
C 2.446 0.712 2.905  -0.57
C 1.520 0.032 -3.909  0.90
C -1.811 -3.510 -2.046  -0.98
C -0.547 2.912 -0.851  0.82
C -1.567 0.485 3.376  -1.24
C -1.589 -5.729 4.364  -0.84
C 3.379 4.149 -3.267  0.42
C 3.000 0.221 -3.728  -1.43
C -1.789 2.126 -2.906  -0.82
C 1.760 0.043 -6.424  -1.03
C -3.448 -4.276 5.268  0.82
C -2.901 -1.494 -3.109  1.03
C 2.381 3.884 -2.176  -0.91
C 1.085 0.743 3.875  -0.26
C -4.258 -1.923 -2.626  -1.55
C 3.268 -1.652 3.225  0.41
C 2.088 6.176 -4.047  -0.78
C -0.212 1.432 3.147  0.12
C -2.742 -4.127 6.587  -1.27
C 3.655 -1.413 4.799  -0.73
C -1.520 4.039 -0.646  -1.69
H 1.394 3.698 -2.608  0.18
H -1.232 4.613 0.240  0.37
H 4.823 -1.211 4.940  0.25
H 2.342 4.733 -1.488  0.54
H -1.773 -3.644 6.440  0.32
H -0.945 -5.340 3.571  0.28
H -0.427 2.464 3.705  0.27
H -0.213 -0.796 1.817  -0.31
H -2.526 3.641 -0.486  0.39
H 3.316 1.162 -4.185  0.37
H -2.475 1.115 2.933  0.36
H 1.585 -0.881 -6.981  0.31
H 2.517 7.170 -3.901  0.28
H -2.485 2.949 -2.740  0.44
H -0.630 -1.794 3.629  -0.36
H -1.780 -6.789 4.182  0.30
H 2.683 2.996 -1.612  0.27
H 1.423 1.353 4.843  0.25
H 2.239 1.501 2.034  0.23
H -1.244 -2.515 1.862  -0.21
H 2.831 0.180 -6.273  0.41
H -1.508 4.708 -1.510  0.37
H -0.045 1.347 -1.983  0.09
H -4.271 -1.966 -1.533  0.36
H -2.804 -3.804 -1.704  0.36
H 3.113 -0.516 5.319  0.24
H -1.155 -3.369 -1.183  0.30
H -3.387 -5.082 3.443  0.20
H 3.283 -0.548 1.410  0.27
H 1.577 6.144 -5.012  0.27
H -2.603 -1.743 3.222  -0.25
H -5.008 -1.196 -2.951  0.32
H 1.361 0.886 -6.995  0.30
H -1.398 -4.293 -2.686  0.30
H 1.375 5.967 -3.249  0.29
H 0.027 -0.167 -5.219  0.26
H -0.953 -1.922 -3.161  0.12
H -1.321 2.236 -3.887  0.20
H 0.885 -0.363 4.274  0.21
H -1.736 0.449 4.549  0.25
H 3.399 1.127 3.489  0.24
H -0.037 1.715 2.019  -0.29
H 3.337 -2.404 5.384  0.24
H 3.542 -0.619 -4.171  0.45
H -4.516 -2.898 -3.049  0.41
H -2.286 -0.745 1.483  -0.30
H -3.343 -3.500 7.252  0.30
H -2.331 1.177 -2.871  0.12
H -1.092 -5.608 5.327  0.30
H -2.615 -5.105 7.057  0.36
H 3.234 0.259 -2.660  0.21
H 3.887 5.333 -4.791  0.25



# 5
Entry from the OMol25 dataset: C61H39GeI4N4ScSe3Te as an isolated structure (wB97M-V/def2-TZVPD).

The HOMO energy (spin up / spin down) comes out at -4.55 / -4.52 eV. As for the charge: -1. As for the multiplicity: 2.

Last column: Mulliken spin population.
Positions of all 114 atoms, in Å:
I -6.398 8.200 0.800  0.00
I 8.844 -3.564 -1.316  0.00
I 2.002 2.179 9.586  0.00
I -1.865 0.303 -9.511  0.00
Te -0.473 -4.166 -1.261  0.35
Se -1.193 -2.313 -2.775  0.00
Se -2.237 -0.936 -1.246  0.04
Se 0.778 -2.850 0.308  0.51
Ge -1.425 -1.092 2.314  0.06
Sc -0.165 0.416 0.138  0.01
N -0.440 2.200 1.509  0.00
N -0.971 2.022 -1.276  0.01
N 1.276 0.282 -1.597  0.00
N 1.787 0.416 1.216  0.01
C -5.834 -1.488 0.620  0.00
C -1.286 3.267 1.395  -0.01
C 1.047 1.421 3.329  0.00
C -2.687 0.029 3.426  0.01
C 0.069 2.258 2.777  0.01
C 3.258 -0.620 -0.452  0.04
C -6.563 -2.694 0.510  0.00
C -2.615 3.376 -2.157  0.00
C 1.840 0.551 2.583  -0.01
C 2.883 -0.697 -2.924  0.00
C -2.797 -5.140 2.285  0.01
C -3.300 1.178 2.924  -0.01
C -5.379 5.361 0.544  0.00
C -2.048 3.579 0.272  0.00
C -5.993 -3.868 0.907  0.00
C -3.936 -2.693 1.553  -0.01
C 0.218 1.351 -5.858  0.00
C -1.323 4.009 2.626  0.00
C -2.070 -3.931 2.408  0.01
C -1.064 1.822 -2.618  0.00
C -4.160 1.953 3.695  0.00
C 5.641 -0.646 -1.216  0.00
C -4.967 6.682 0.626  0.00
C -2.598 -2.710 2.068  0.03
C 0.251 1.419 5.697  0.00
C 2.951 -0.209 3.099  0.00
C 7.001 -2.606 -1.045  0.00
C 6.863 -1.278 -1.411  0.00
C -4.434 1.587 5.006  0.00
C 0.900 0.353 -2.910  0.00
C -1.316 0.538 -7.504  0.00
C 2.502 -0.320 -1.582  -0.02
C -2.996 -0.331 4.742  0.01
C -3.065 4.667 0.397  0.00
C -1.901 2.975 -0.971  -0.01
C -4.566 -1.495 1.125  0.00
C 5.940 -3.310 -0.498  0.01
C 3.616 -0.711 2.035  0.00
C 2.884 -0.315 0.858  0.00
C -4.674 -3.900 1.431  0.00
C -3.854 0.435 5.526  0.00
C 2.557 1.918 5.297  0.00
C -0.138 1.195 -7.192  0.00
C -0.272 -1.784 3.805  0.01
C -1.774 0.209 -5.178  0.00
C 1.304 1.575 4.793  0.00
C -0.480 3.390 3.479  -0.01
C -4.422 4.361 0.430  0.00
C -2.097 2.662 -3.177  0.00
C 4.561 -1.324 -0.661  -0.01
C 1.703 1.910 7.532  0.00
C 1.883 -0.305 -3.738  0.00
C 2.765 2.082 6.660  0.00
C -2.678 6.001 0.480  0.00
C -3.622 7.014 0.594  0.00
C 4.725 -2.663 -0.309  0.00
C -2.143 0.044 -6.507  0.00
C -0.231 1.009 -3.391  0.00
C 0.441 1.582 7.061  0.00
C -0.587 0.855 -4.835  0.00
C -4.075 -5.126 1.814  0.00
H -4.649 -6.043 1.723  0.00
H 7.695 -0.734 -1.840  0.00
H -6.278 -0.557 0.289  0.00
H -3.103 1.478 1.900  0.00
H 6.048 -4.352 -0.227  0.00
H 3.883 -3.206 0.104  -0.02
H -3.064 -0.467 -6.754  0.00
H 0.497 1.589 -7.975  0.00
H -1.056 -3.988 2.787  -0.03
H 3.379 2.094 4.615  0.00
H -2.554 -1.228 5.166  0.00
H 1.125 1.887 -5.608  0.00
H -0.731 1.150 5.325  0.00
H 3.793 -1.207 -3.194  0.00
H 0.021 -0.960 4.458  0.00
H 4.516 -1.305 2.043  0.00
H 3.745 2.347 7.033  0.00
H -6.539 -4.802 0.822  0.00
H -2.410 -0.177 -4.388  0.00
H -3.310 8.047 0.653  0.00
H -0.800 -2.526 4.410  0.00
H 1.813 -0.452 -4.803  0.00
H -1.913 4.892 2.809  0.00
H 5.526 0.393 -1.500  0.00
H -4.733 3.324 0.371  0.00
H -7.567 -2.684 0.103  0.00
H -5.100 2.187 5.615  0.00
H -6.431 5.110 0.574  0.00
H -4.072 0.132 6.545  0.00
H -2.360 2.715 -4.221  0.00
H -3.387 4.129 -2.202  0.00
H -0.391 1.452 7.740  0.00
H -1.624 6.250 0.449  0.00
H -4.017 -0.568 1.194  0.01
H 3.189 -0.350 4.141  0.00
H -0.224 3.688 4.483  0.00
H -2.328 -6.075 2.569  0.00
H 0.637 -2.242 3.411  -0.01
H -4.610 2.846 3.273  0.00